{"formula": "C7H14N2", "method": "ωB97M-V with the def2-TZVPD basis set", "total_energy_ev": -10462.9662, "lumo_energy_ev": 0.53, "e_homo_ev": -8.16, "total_charge": 0, "smiles": "[H]/N=N/[C@H](C)[C@H](C)C(=C)C", "gap_ev": 8.684, "elements": ["C", "C", "C", "C", "C", "C", "C", "N", "N", "H", "H", "H", "H", "H", "H", "H", "H", "H", "H", "H", "H", "H", "H"], "xyz": [[1.0917, -0.1172, 0.6572], [0.4601, 0.3272, -0.6593], [1.9705, 0.8498, 1.4274], [0.0144, 1.7733, -0.7335], [-0.4522, -2.1789, -0.9680], [-0.8789, -0.7685, -0.6224], [-2.1455, -0.3864, -0.9104], [-0.1744, -0.5289, 1.3602], [-0.7975, 0.3609, 1.9885], [1.6555, -1.0399, 0.4929], [1.0618, 0.0389, -1.5225], [-1.7414, 0.0227, 2.2112], [1.4309, 1.7365, 1.7637], [2.7974, 1.1790, 0.7913], [2.3887, 0.3583, 2.3103], [-0.4226, 1.9873, -1.7133], [0.8384, 2.4687, -0.5456], [-0.7482, 2.0086, 0.0178], [-1.0482, -2.5862, -1.7882], [0.5950, -2.2580, -1.2676], [-0.5756, -2.8294, -0.0976], [-2.5161, 0.6114, -0.7098], [-2.8037, -1.0292, -1.4823]], "forces_ev_per_a": [[-0.036, 0.501, 0.869], [-2.375, -1.553, 1.144], [0.026, 0.171, -0.033], [-0.160, 0.037, 0.159], [-0.010, -0.196, 0.261], [0.688, 1.381, -3.589], [1.160, 0.134, 0.129], [-0.891, 1.028, 1.432], [1.830, -0.457, -0.781], [-0.247, -0.010, 0.043], [-0.149, -0.108, 0.041], [0.143, -0.497, 0.023], [-0.068, -0.109, -0.083], [-0.017, -0.049, 0.078], [-0.018, 0.057, -0.097], [0.107, -0.041, 0.095], [0.024, -0.138, -0.168], [0.105, -0.158, -0.022], [-0.060, 0.058, 0.114], [-0.004, 0.150, 0.019], [-0.010, 0.009, -0.082], [0.134, 0.112, -0.109], [-0.171, -0.322, 0.558]], "lowdin_charge": [-0.363, -0.234, -0.072, -0.086, -0.086, -0.335, 0.010, -0.041, 0.099, 0.130, 0.132, 0.070, 0.066, 0.082, 0.076, 0.082, 0.075, 0.069, 0.075, 0.069, 0.079, 0.047, 0.053]}

{"formula": "C4H9NS", "method": "ωB97M-V with the def2-TZVPD basis set", "total_energy_ev": -16616.0886, "lumo_energy_ev": 1.02, "e_homo_ev": -8.73, "total_charge": 0, "smiles": "C1=NC1.CCS", "gap_ev": 9.751, "elements": ["C", "C", "C", "C", "N", "S", "H", "H", "H", "H", "H", "H", "H", "H", "H"], "xyz": [[-2.3187, 0.5612, -0.4432], [-2.3542, -0.8426, -0.0166], [1.4277, -0.7638, 0.4646], [2.0226, 0.2664, -0.4331], [-1.4642, -0.1421, 0.5182], [1.0232, 1.8150, -0.3872], [-1.8916, 0.6930, -1.3606], [-3.1238, 1.3312, -0.0668], [0.5819, 1.5835, 0.8338], [-2.8522, -1.7724, 0.2263], [1.1200, -0.2878, 1.4294], [0.4821, -1.1545, 0.0655], [2.1201, -1.5779, 0.5728], [2.2170, -0.1985, -1.3635], [3.0101, 0.4893, -0.0397]], "forces_ev_per_a": [[-3.164, 0.425, 1.610], [-0.392, 0.811, 1.009], [-1.521, 0.061, 0.734], [0.470, 0.718, 1.437], [0.030, -0.597, 0.936], [0.604, -0.247, -1.165], [0.880, 1.028, -2.320], [1.819, -1.474, -0.694], [-0.231, -0.023, 0.421], [0.244, -0.110, -0.429], [0.604, -0.771, -0.480], [0.506, 0.019, 0.016], [0.326, -0.431, 0.429], [-0.340, 0.240, -1.516], [0.165, 0.350, 0.012]], "lowdin_charge": [-0.182, -0.112, -0.223, -0.600, 0.053, 0.683, 0.026, 0.124, -0.166, 0.108, 0.068, 0.043, 0.065, 0.056, 0.055]}

{"formula": "C4H12", "method": "ωB97M-V with the def2-TZVPD basis set", "total_energy_ev": -4341.6708, "lumo_energy_ev": 1.14, "e_homo_ev": -11.51, "total_charge": 0, "smiles": "CC.CC", "gap_ev": 12.653, "elements": ["C", "C", "H", "H", "H", "H", "H", "H", "C", "C", "H", "H", "H", "H", "H", "H"], "xyz": [[1.4864, -0.5052, 1.2362], [1.7787, -1.0379, -0.2470], [1.5791, 0.5273, 1.0565], [0.4719, -0.7979, 1.4404], [2.1982, -0.8147, 2.0558], [2.8663, -0.9764, -0.4928], [1.2985, -2.0676, -0.2958], [1.2328, -0.3521, -0.9931], [-1.8456, 0.0750, -0.0868], [-1.4539, 1.4184, -0.8342], [-2.4757, -0.5562, -0.7887], [-0.8839, -0.4271, 0.0321], [-2.4277, 0.1860, 0.8560], [-0.9543, 2.1033, -0.1997], [-2.2877, 1.9806, -1.2641], [-0.5831, 1.2447, -1.4746]], "forces_ev_per_a": [[1.278, -1.281, -1.477], [-0.891, -0.050, 0.602], [-0.190, 1.591, 0.725], [-0.243, 0.170, 0.608], [-0.761, 0.055, -1.125], [-0.925, -0.502, 0.132], [1.151, 1.086, -0.488], [0.734, -1.088, 1.123], [-0.485, 0.532, -1.660], [-0.136, -1.017, 0.665], [0.740, 0.648, 0.824], [-0.505, -0.269, 0.466], [0.696, 0.103, -0.616], [0.074, 0.788, 1.461], [0.251, -0.416, -0.367], [-0.789, -0.349, -0.873]], "lowdin_charge": [-0.160, -0.165, 0.030, 0.027, 0.079, 0.060, 0.072, 0.061, -0.141, -0.155, 0.075, 0.004, 0.069, 0.033, 0.060, 0.050]}

{"formula": "C4H3NO3", "method": "ωB97M-V with the def2-TZVPD basis set", "total_energy_ev": -11822.4117, "lumo_energy_ev": 0.07, "e_homo_ev": -10.74, "total_charge": 0, "smiles": "O=C1ON=C[C@H]2O[C@H]12", "gap_ev": 10.805, "elements": ["C", "C", "C", "C", "H", "H", "H", "N", "O", "O", "O"], "xyz": [[0.4628, 1.2886, 0.1857], [0.2455, -1.4358, -0.3606], [-0.7292, -0.3538, -0.5922], [-0.7014, 0.6569, 0.5096], [0.0831, -2.6018, -0.3334], [-0.2270, 0.1955, -1.3848], [-0.6901, 0.2570, 1.5362], [1.3121, -1.1709, 0.2522], [0.7127, 2.4319, -0.1857], [1.4544, 0.2945, 0.5152], [-1.9228, 0.4379, -0.1422]], "forces_ev_per_a": [[3.815, 5.073, -0.979], [-2.449, -4.469, 2.017], [0.387, 2.156, -0.077], [-3.597, -3.673, 2.188], [0.175, 2.375, -0.834], [-0.920, -0.057, -1.113], [-0.122, 0.054, -0.458], [0.466, 2.690, 0.099], [0.146, -3.308, 0.790], [0.923, 0.191, -0.574], [1.177, -1.032, -1.059]], "lowdin_charge": [-0.435, -0.113, -0.117, -0.234, 0.169, 0.160, 0.191, 0.141, 0.155, -0.028, 0.110]}

{"formula": "C4H7OS2", "method": "ωB97M-V with the def2-TZVPD basis set", "total_energy_ev": -27979.6494, "lumo_energy_ev": 3.61, "e_homo_ev": -3.50, "total_charge": -1, "gap_ev": 7.111, "elements": ["C", "C", "C", "C", "O", "S", "S", "H", "H", "H", "H", "H", "H", "H"], "xyz": [[1.5120, 0.9013, 1.4387], [-1.1924, -1.3068, -1.1783], [-0.5543, -0.5622, 0.0819], [0.4456, 0.5041, -0.1825], [1.7050, 2.0740, 1.6456], [1.9803, -0.4716, 2.0764], [-0.1674, 2.1419, -0.5319], [-1.6167, -0.6535, -1.8450], [-1.9027, -1.9414, -0.8213], [-0.3619, -1.7478, -1.6592], [-0.1400, -1.3934, 0.7582], [-1.4466, -0.1055, 0.5536], [1.1001, 0.1022, -0.8884], [0.6390, 2.4588, 0.5521]], "forces_ev_per_a": [[-1.599, -0.169, -3.258], [3.430, 1.866, 2.081], [-2.062, -1.365, 0.461], [0.110, 0.851, 2.685], [-0.297, 0.812, 0.029], [1.261, -2.669, 1.776], [-0.001, -0.131, -0.258], [-1.137, 1.875, -1.573], [-1.839, -2.227, 0.778], [0.652, -1.161, -0.771], [-0.408, 1.352, -0.816], [0.534, -0.196, 0.401], [1.655, -0.106, -1.218], [-0.302, 1.269, -0.318]], "lowdin_charge": [-1.038, -0.095, -0.358, -0.676, -0.140, 0.547, 0.613, 0.028, 0.023, 0.051, 0.072, 0.086, 0.037, -0.150]}

{"formula": "H3PS", "method": "ωB97M-V with the def2-TZVPD basis set", "total_energy_ev": -20172.0763, "lumo_energy_ev": 0.82, "e_homo_ev": -9.07, "total_charge": 0, "smiles": "PS", "gap_ev": 9.890, "elements": ["P", "S", "H", "H", "H"], "xyz": [[0.7134, -0.5225, 0.0484], [-1.2752, 0.1076, -0.0132], [0.7786, -0.2878, 1.4451], [1.0914, 0.8179, -0.2221], [-1.3082, -0.1151, -1.2583]], "forces_ev_per_a": [[0.526, 0.579, 0.300], [-1.011, 0.250, 2.078], [0.169, -0.155, -0.045], [0.760, -0.256, 0.038], [-0.444, -0.419, -2.372]], "lowdin_charge": [0.362, 0.244, -0.159, -0.167, -0.280]}

{"formula": "C28H35CrN5OS5Sb", "method": "ωB97M-V with the def2-TZVPD basis set", "spin_multiplicity": 4, "total_energy_ev": -128237.4448, "lumo_energy_ev": [-0.78, -0.77], "e_homo_ev": [-6.31, -6.37], "total_charge": 0, "gap_ev": [5.528, 5.607], "elements": ["Cr", "C", "C", "C", "C", "C", "C", "N", "Sb", "C", "C", "C", "C", "C", "C", "N", "C", "C", "C", "C", "C", "C", "N", "H", "H", "H", "H", "H", "H", "H", "H", "H", "H", "H", "H", "H", "H", "H", "H", "H", "H", "S", "C", "S", "C", "C", "S", "S", "S", "C", "O", "H", "H", "H", "C", "C", "N", "C", "C", "C", "C", "N", "H", "H", "H", "H", "H", "H", "H", "H", "H", "H", "H", "H", "H", "H"], "xyz": [[-0.4869, -0.3547, -0.3229], [1.7686, -3.4673, -0.0987], [1.9580, -2.1249, 0.5336], [3.2261, -1.6177, 0.7933], [3.3586, -0.3886, 1.4177], [2.2214, 0.2430, 1.8876], [0.9727, -0.3344, 1.6562], [0.8590, -1.4499, 0.9048], [-0.4159, -0.0736, 3.3246], [-1.7283, -1.7763, 3.0825], [-2.6240, -1.9988, 4.1193], [-3.4546, -3.1091, 4.0414], [-3.3397, -3.9506, 2.9518], [-2.3825, -3.6703, 1.9748], [-2.1889, -4.5639, 0.7837], [-1.5939, -2.6036, 2.0544], [-1.5455, 1.6635, 2.7324], [-2.5067, 2.0851, 3.6437], [-3.1983, 3.2556, 3.3802], [-2.8809, 3.9641, 2.2375], [-1.8738, 3.4965, 1.3958], [-1.4738, 4.2716, 0.1778], [-1.2154, 2.3582, 1.6469], [2.6742, -3.7946, -0.6063], [0.9418, -3.4644, -0.8045], [1.5234, -4.1915, 0.6808], [4.0984, -2.1934, 0.5137], [4.3406, 0.0360, 1.5861], [2.2898, 1.1570, 2.4660], [-2.6814, -1.3199, 4.9625], [-4.1756, -3.3147, 4.8226], [-3.9717, -4.8230, 2.8525], [-3.1477, -4.8610, 0.3586], [-1.6599, -5.4750, 1.0715], [-1.6042, -4.0447, 0.0257], [-2.7138, 1.5031, 4.5339], [-3.9528, 3.6209, 4.0648], [-3.3899, 4.8873, 1.9970], [-0.4899, 4.7242, 0.3198], [-1.4034, 3.6090, -0.6816], [-2.1897, 5.0632, -0.0356], [-4.4269, -1.3075, -6.3984], [-3.4742, -1.0652, -5.0823], [-2.5398, -2.3122, -4.3322], [-1.7972, -1.3315, -3.0899], [-2.1487, -0.0349, -3.0650], [-1.5378, 1.1357, -1.9334], [-3.2976, 0.4612, -4.2879], [-0.6527, -2.0661, -1.9933], [-3.3139, -0.6593, 0.4190], [-1.9522, -0.5116, 0.6679], [-3.6554, -1.6381, 0.7762], [-3.5492, -0.5757, -0.6467], [-3.8744, 0.1162, 0.9552], [4.0423, -0.5107, -2.9473], [3.0967, 0.6019, -3.4020], [2.8361, 1.6296, -2.4028], [3.7083, 2.7955, -2.3654], [4.9090, 2.6267, -1.4391], [1.9019, 1.4094, -1.4427], [1.4846, 2.5626, -0.5757], [1.2990, 0.2815, -1.2903], [3.9624, -1.3638, -3.6212], [3.7967, -0.8502, -1.9396], [5.0793, -0.1756, -2.9465], [2.1372, 0.1833, -3.7145], [3.5132, 1.1051, -4.2750], [3.1311, 3.6680, -2.0639], [4.0467, 2.9820, -3.3854], [4.5800, 2.4354, -0.4164], [5.5198, 3.5296, -1.4370], [5.5345, 1.7916, -1.7531], [1.1761, 3.4022, -1.1984], [2.2928, 2.8929, 0.0782], [0.6379, 2.2633, 0.0408], [1.5908, -0.4437, -1.9379]], "forces_ev_per_a": [[-0.720, 0.182, -2.218], [-0.011, 0.029, -0.063], [-0.033, 0.064, -0.142], [0.019, -0.003, 0.099], [0.002, -0.030, -0.099], [-0.090, 0.061, -0.015], [0.522, -0.293, 0.769], [0.327, 0.029, 0.449], [0.004, 0.071, -0.270], [0.028, 0.072, 0.282], [-0.021, 0.087, -0.105], [-0.054, -0.098, -0.058], [-0.049, 0.050, 0.086], [0.044, -0.022, 0.013], [0.026, -0.025, 0.026], [0.192, -0.391, 0.300], [-0.048, -0.193, 0.223], [-0.094, 0.002, -0.138], [0.050, -0.003, 0.039], [0.043, 0.030, -0.035], [-0.041, -0.005, 0.078], [0.079, -0.010, -0.029], [-0.007, -0.071, -0.055], [0.012, -0.016, 0.000], [0.019, -0.016, 0.009], [0.005, -0.006, 0.022], [0.001, 0.003, -0.048], [0.001, 0.015, 0.004], [0.014, -0.043, 0.054], [0.010, -0.023, 0.026], [-0.015, 0.012, -0.007], [-0.029, -0.012, -0.001], [-0.006, -0.009, -0.026], [0.007, -0.030, 0.012], [-0.062, 0.016, 0.002], [-0.007, 0.018, 0.018], [-0.053, -0.022, -0.019], [-0.020, 0.006, -0.013], [-0.011, 0.033, 0.060], [-0.085, -0.035, -0.087], [0.011, 0.000, -0.023], [-0.023, 0.000, -0.006], [0.035, -0.004, 0.020], [-0.003, 0.025, 0.008], [-0.035, 0.063, -0.019], [0.011, -0.085, 0.001], [-0.024, 0.086, 0.330], [0.003, -0.013, 0.015], [0.071, 0.183, 0.335], [-0.071, 0.118, -0.100], [-0.109, 0.326, 0.207], [-0.037, -0.002, -0.008], [-0.007, 0.001, 0.022], [-0.016, -0.004, -0.018], [-0.013, 0.006, -0.002], [0.063, -0.039, 0.000], [-0.015, 0.018, 0.005], [0.032, 0.011, 0.035], [-0.033, -0.018, -0.026], [-0.081, 0.144, -0.026], [0.039, -0.139, -0.020], [0.205, -0.220, 0.109], [0.037, -0.012, -0.013], [-0.025, -0.009, -0.012], [0.005, 0.000, 0.023], [0.007, 0.017, -0.002], [-0.042, -0.020, -0.019], [-0.003, 0.009, -0.029], [-0.020, 0.009, 0.010], [0.008, -0.002, 0.018], [0.014, 0.019, 0.001], [0.012, 0.001, 0.001], [-0.003, 0.007, -0.012], [0.021, 0.022, 0.003], [0.078, 0.035, 0.027], [-0.040, 0.044, 0.025]], "lowdin_charge": [0.390, -0.025, -0.314, -0.023, -0.047, -0.137, -0.475, -0.022, 1.565, -0.443, -0.130, -0.070, -0.030, -0.332, -0.022, 0.074, -0.456, -0.130, -0.064, -0.027, -0.314, -0.037, 0.085, 0.083, -0.006, 0.096, 0.118, 0.113, 0.102, 0.082, 0.106, 0.112, 0.083, 0.082, 0.040, 0.084, 0.109, 0.110, 0.082, 0.024, 0.079, 0.500, -1.524, 0.893, -1.105, -1.126, 0.626, 0.897, 0.638, -0.172, -0.507, 0.077, 0.067, 0.088, -0.061, -0.189, -0.076, -0.203, -0.062, -0.407, -0.017, 0.023, 0.081, 0.055, 0.066, 0.124, 0.120, 0.107, 0.119, 0.063, 0.077, 0.064, 0.091, 0.088, 0.037, 0.032]}

{"formula": "C11H15N3S", "method": "ωB97M-V with the def2-TZVPD basis set", "spin_multiplicity": 3, "total_energy_ev": -26948.7733, "lumo_energy_ev": [0.66, -1.37], "e_homo_ev": [-5.13, -8.76], "total_charge": 0, "gap_ev": [5.789, 7.387], "elements": ["C", "C", "C", "C", "C", "C", "C", "C", "C", "C", "C", "N", "N", "N", "S", "H", "H", "H", "H", "H", "H", "H", "H", "H", "H", "H", "H", "H", "H", "H"], "xyz": [[-1.7558, -0.1771, -2.3963], [-1.4097, -1.4719, -1.9072], [-2.1021, 0.2904, -0.2843], [0.8081, 0.1410, 0.2782], [-2.3474, 0.9211, 0.8415], [0.3502, -1.1230, 0.7337], [1.6929, 0.3756, -0.9251], [1.4973, 1.9044, -1.1283], [1.0435, 2.4014, 0.2824], [0.0785, -1.0738, 2.2496], [0.9567, -2.4738, 0.4179], [-2.2205, 0.7155, -1.5694], [-2.7736, 1.3929, 1.8661], [0.6365, 1.2310, 0.9713], [-1.5579, -1.4500, -0.2170], [-1.9093, 0.1881, -3.3619], [-1.3072, -2.4235, -2.5623], [2.6783, 0.0457, -0.7043], [1.5481, -0.1841, -1.7814], [2.3381, 2.4244, -1.6001], [0.7797, 2.1960, -1.7888], [1.8943, 2.8591, 1.0106], [0.1222, 2.9987, 0.1630], [-0.0341, -0.0857, 2.5989], [-0.7900, -1.6998, 2.4837], [0.8137, -1.6173, 2.7327], [0.2748, -3.1632, 0.8432], [1.0464, -2.5029, -0.5987], [1.9977, -2.4514, 0.7012], [-2.3493, 1.8122, 2.6509]], "forces_ev_per_a": [[-0.020, -2.577, 0.042], [-0.340, 0.485, -2.683], [0.137, -2.200, -1.738], [1.345, 0.340, -0.174], [-0.412, 1.393, 2.087], [2.472, 0.785, 3.336], [-0.810, 1.819, 0.569], [2.762, -0.185, 1.726], [1.935, 0.335, 0.605], [-2.254, -0.837, -1.956], [0.162, 2.727, 0.527], [0.297, 1.357, 2.734], [-1.124, -1.243, -1.301], [-0.991, -1.251, 0.468], [-2.970, 0.048, -0.236], [0.456, -0.517, -2.006], [0.035, 1.931, 1.530], [1.327, 0.342, 0.778], [-1.251, -1.143, -1.924], [0.504, -0.174, 0.697], [-2.664, -0.098, -1.887], [-1.959, -0.290, -2.041], [0.768, 0.559, 0.357], [-0.112, 0.876, 0.543], [-0.468, 0.260, 0.025], [2.052, -0.685, 1.054], [0.027, -1.341, 0.324], [-0.227, -0.899, -3.037], [0.211, -0.544, 1.027], [1.109, 0.726, 0.556]], "lowdin_charge": [-0.266, -0.334, -0.477, -0.345, -0.139, -0.501, -0.093, -0.140, -0.214, -0.069, -0.080, 0.052, 0.226, 0.024, 1.100, 0.087, 0.112, 0.105, 0.077, 0.103, 0.057, 0.153, 0.104, 0.046, 0.079, 0.056, 0.071, 0.036, 0.100, 0.070]}